141
Properties=species:S:1:pos:R:3:forces:R:3 method="wB97M-V/def2-TZVPD" e_lumo_ev=0.25 homo_lumo_gap_ha=0.1749 homo_energy_ev=-4.512 spin_multiplicity=1 charge=-1
C -6.3039 8.2126 2.2911 0.2018 -1.5886 -0.2827
C -5.5631 6.8580 1.8089 -0.6548 1.6684 0.6937
O -4.4460 6.6614 2.6597 -0.4068 0.1198 -0.3571
B -4.0459 5.2330 2.7526 -0.0495 -0.2806 -0.9593
O -2.6570 4.9046 3.0895 1.0147 -0.8573 -0.2091
C -1.8877 4.6486 1.9195 -0.1601 2.3478 -0.9156
C -2.9525 4.2939 0.7549 -2.0936 -0.3272 1.5850
C -3.2837 2.7758 0.3836 1.9873 -1.8019 -2.4720
I -4.7615 1.7025 1.5902 0.9874 1.1958 -0.4445
C -2.6922 2.1094 -0.7178 -0.9852 2.0022 2.4028
C -1.6427 2.8195 -1.6447 -0.0955 -0.2137 -0.0481
I -3.3008 0.0346 -1.1406 0.8006 1.2307 -0.2646
O -4.1684 4.7279 1.3524 0.6964 -0.5061 -1.2460
H -5.5028 8.8528 2.7447 -1.0288 -0.3249 -0.4147
H -6.8236 8.6674 1.4032 0.5168 -0.0998 0.9134
H -7.0895 7.8792 3.0316 0.9090 0.8117 -0.4897
H -6.3497 6.0454 1.9067 1.0996 0.5230 -0.4259
H -5.2737 7.0476 0.7305 -0.1750 -0.7002 0.9904
H -4.8024 4.6309 3.4846 -0.3097 -0.0943 0.3560
H -0.9331 4.0598 2.0013 -1.3196 -0.1524 0.3544
H -1.5121 5.6892 1.6466 -0.1160 -1.0569 -0.3537
H -2.8404 4.8842 -0.1986 0.4152 -0.7932 0.8117
H -1.1733 3.7284 -1.1577 -0.6977 -1.2121 -0.2022
H -0.7942 2.1185 -1.9050 -1.0710 0.7618 0.1127
H -2.1360 3.2103 -2.5889 0.5845 -0.7432 0.9264
O 0.2283 2.2606 -4.9421 4.1216 0.6995 1.2756
P 1.0924 1.2701 -5.7374 -7.3716 -2.0871 -3.4962
N 0.6835 1.9436 -7.2864 0.5094 0.8716 -0.4515
C 0.6401 1.2576 -8.5651 0.3842 -0.5047 -0.1428
C 1.2072 3.2925 -7.5115 -0.2660 0.2710 0.3413
N 0.0530 -0.0751 -5.3808 -0.0482 -0.7774 0.6211
C -0.8832 -0.6207 -6.3498 0.3878 -0.2896 -0.3868
C -0.6117 -0.0389 -4.0726 0.2291 0.2514 -0.0178
N 2.2340 0.1496 -6.5204 2.1566 0.8555 2.5020
C 2.4297 -1.1918 -5.9385 -0.2747 -0.4885 0.1292
C 3.5833 0.7725 -6.5115 0.1836 0.2405 -0.6303
H 1.6361 0.9778 -8.9371 -0.0005 -0.0025 -0.0537
H 0.1805 1.8945 -9.3266 0.0434 0.2644 0.2437
H 0.0235 0.3647 -8.5524 0.1148 -0.0899 0.2577
H 2.2493 3.2709 -7.8577 0.0362 0.0615 -0.1714
H 1.1707 3.8959 -6.6047 -0.0525 -0.1656 0.1007
H 0.6148 3.8234 -8.2636 0.0063 -0.1543 0.0055
H -1.5896 0.1320 -6.7166 -0.0567 -0.0250 -0.0907
H -1.4656 -1.4415 -5.9199 0.0219 0.2585 0.2171
H -0.3594 -1.0814 -7.1902 0.0435 0.1853 -0.1661
H -1.4978 0.6025 -4.0916 -0.0005 0.0375 0.1928
H 0.0722 0.3179 -3.3010 -0.1413 0.1033 -0.0373
H -0.9237 -1.0446 -3.7724 0.0429 -0.0121 -0.2394
H 2.6192 -1.1459 -4.8624 0.0181 -0.1530 -0.0478
H 3.2781 -1.6953 -6.4145 0.1448 0.4117 -0.0655
H 1.5796 -1.8469 -6.1185 -0.1321 0.3179 0.1357
H 3.9699 0.8755 -5.4908 0.1337 -0.1205 -0.1270
H 3.5630 1.7661 -6.9615 -0.1595 0.0606 0.0202
H 4.2895 0.1791 -7.1000 -0.1349 -0.0155 0.0949
O 1.7980 3.1287 1.6723 -3.4714 -2.7111 0.5008
P 2.4187 1.8569 2.2708 7.0633 4.8525 -0.2708
N 3.0672 2.7112 3.6362 -0.4330 0.3246 1.0911
C 4.2662 2.3925 4.3910 0.1508 -0.6233 0.1342
C 2.0527 3.1975 4.5770 -0.2687 0.3923 -0.2655
N 3.6305 1.7758 1.0228 0.4189 -0.6091 -1.2248
C 4.9967 2.2159 1.2304 0.1187 -0.4329 0.3909
C 3.2040 2.2190 -0.3094 -0.2843 -0.0688 0.2231
N 3.0660 0.3550 2.9718 -3.0075 -1.6410 -1.1853
C 3.5483 -0.7060 2.0674 0.3694 -0.1609 -0.3997
C 1.9907 -0.2881 3.7741 0.0497 -0.0096 0.7576
H 4.1640 1.4805 4.9957 0.0512 0.0137 0.0613
H 4.5142 3.2068 5.0781 -0.3362 0.1263 -0.0690
H 5.1498 2.2857 3.7694 -0.1385 -0.1630 -0.1636
H 1.7453 2.4147 5.2818 0.0482 0.0301 0.1611
H 1.1594 3.5499 4.0617 0.0630 -0.0682 -0.1419
H 2.4308 4.0438 5.1592 0.0873 -0.0964 -0.0676
H 5.0538 3.2637 1.5478 0.0784 0.0441 0.0919
H 5.5894 2.1109 0.3148 -0.3110 0.0319 -0.1091
H 5.5121 1.5795 1.9521 -0.0441 0.1206 0.2000
H 3.2285 3.3097 -0.3974 -0.1493 0.0274 -0.1018
H 2.1958 1.8662 -0.5304 0.0152 0.2007 0.0320
H 3.8602 1.7972 -1.0792 0.1206 -0.0637 0.1954
H 2.8216 -0.9336 1.2824 0.1206 -0.1174 -0.0039
H 3.7485 -1.6268 2.6256 -0.3240 0.1554 0.2849
H 4.5000 -0.4543 1.6023 -0.2118 0.2998 -0.0494
H 1.1640 -0.6247 3.1377 0.1026 -0.1304 0.1017
H 1.5821 0.4023 4.5128 0.0340 0.1411 -0.0624
H 2.3813 -1.1443 4.3324 0.0455 0.1264 -0.0929
O -4.0969 -2.0023 -6.0995 2.2984 -2.5925 2.6082
P -5.1252 -2.7244 -5.2146 -5.5591 4.1692 -4.5095
N -5.8951 -3.5439 -6.5407 0.3616 -0.9248 -0.4816
C -7.2771 -3.9807 -6.6278 -0.3349 -0.1984 0.5229
C -5.0577 -4.5546 -7.1895 0.3446 0.2852 -0.2038
N -5.9826 -1.2600 -4.8425 -0.1216 0.7954 0.5633
C -7.2475 -0.9154 -5.4636 -0.3482 -0.4650 0.2583
C -5.1640 -0.0443 -4.7617 0.3271 -0.2096 -0.0003
N -6.1659 -3.5957 -4.0632 2.9020 -0.4668 1.7452
C -6.5788 -2.9163 -2.8188 -0.2760 0.4709 0.2435
C -5.4486 -4.8174 -3.6135 -0.2433 -0.6019 -0.2892
H -7.5046 -4.8234 -5.9600 -0.0445 -0.0196 -0.0208
H -7.5136 -4.3048 -7.6456 0.3552 0.0061 -0.0506
H -7.9910 -3.1892 -6.4242 0.1484 0.0878 0.2411
H -5.0874 -5.5121 -6.6526 -0.0718 -0.1434 -0.0886
H -4.0163 -4.2385 -7.2478 -0.0459 0.1567 0.1207
H -5.3866 -4.7363 -8.2179 -0.0967 0.0506 0.1048
H -7.1786 -0.8766 -6.5572 -0.0877 -0.0355 -0.0813
H -7.6050 0.0594 -5.1162 0.3385 -0.0060 0.0393
H -8.0373 -1.6073 -5.1643 0.0003 -0.1708 -0.1686
H -4.9551 0.3664 -5.7551 0.1393 0.0386 -0.0059
H -4.2212 -0.2496 -4.2529 -0.0445 0.0924 -0.1715
H -5.6753 0.7246 -4.1742 -0.1445 -0.2102 0.0091
H -5.7291 -2.4661 -2.2984 -0.1470 0.0319 0.0915
H -7.0607 -3.6255 -2.1378 0.2595 -0.2939 -0.2153
H -7.3283 -2.1482 -2.9977 0.2814 0.0560 -0.2229
H -4.5573 -4.5651 -3.0276 -0.1550 -0.1192 0.1188
H -5.1285 -5.4232 -4.4627 0.0169 0.1025 -0.1393
H -6.1030 -5.4517 -3.0083 0.0281 0.1686 -0.0378
O 3.4771 -2.0128 7.1169 -3.2188 -2.7794 0.7578
P 4.1221 -3.2589 7.7425 6.9219 4.4499 -0.4958
N 4.7424 -2.4149 9.1277 -0.5721 0.1826 0.8165
C 5.9207 -2.7445 9.9100 0.2040 -0.6273 0.0956
C 3.7096 -1.9260 10.0450 -0.2629 0.3766 -0.2582
N 5.3459 -3.3594 6.5107 0.3266 -0.4343 -1.0013
C 6.7172 -2.9390 6.7331 0.1739 -0.4073 0.4101
C 4.9400 -2.9127 5.1743 -0.2870 -0.0110 0.1633
N 4.7043 -4.8016 8.4137 -3.0322 -1.2001 -1.0099
C 5.1653 -5.8550 7.4887 0.3900 -0.1320 -0.3972
C 3.5964 -5.4256 9.1840 0.0672 0.0509 0.7168
H 5.7981 -3.6585 10.5077 0.0360 0.0103 0.0366
H 6.1572 -1.9351 10.6064 -0.3335 0.1183 -0.0890
H 6.8180 -2.8543 9.3096 -0.1325 -0.1642 -0.1943
H 3.3796 -2.7099 10.7392 0.0443 0.0257 0.1653
H 2.8319 -1.5655 9.5093 0.0812 -0.0694 -0.1623
H 4.0790 -1.0849 10.6399 0.0936 -0.1081 -0.0718
H 6.7863 -1.8920 7.0495 0.0760 0.0352 0.0781
H 7.3181 -3.0542 5.8248 -0.3143 0.0376 -0.0964
H 7.2150 -3.5819 7.4612 -0.0485 0.1095 0.2108
H 4.9811 -1.8220 5.0867 -0.1417 0.0434 -0.1187
H 3.9289 -3.2523 4.9441 0.0252 0.1746 0.0286
H 5.5959 -3.3433 4.4101 0.1193 -0.0602 0.2130
H 4.4449 -6.0375 6.6867 0.1168 -0.1153 -0.0052
H 5.3230 -6.7951 8.0275 -0.3074 0.1680 0.2614
H 6.1321 -5.6215 7.0469 -0.2097 0.2843 -0.0375
H 2.7678 -5.7170 8.5285 0.0904 -0.1694 0.1128
H 3.2014 -4.7396 9.9346 0.0337 0.1576 -0.0578
H 3.9484 -6.3088 9.7248 0.0326 0.0951 -0.1431


18
Properties=species:S:1:pos:R:3:forces:R:3 method="wB97M-V/def2-TZVPD" e_lumo_ev="-4.59 / -5.73" homo_lumo_gap_ha="0.2642 / 0.1960" homo_energy_ev="-11.783 / -11.066" spin_multiplicity=1 charge=+1
C -0.6466 -0.9686 2.7718 -1.2932 1.0889 -0.2584
C -0.8262 -0.8252 1.2470 2.1929 -1.3769 -0.2413
C 0.0902 -1.3041 0.3083 0.7699 -0.3565 4.6056
C 0.6826 1.0061 -1.3052 -3.2943 1.4683 -1.0946
N 1.3487 1.4725 -2.5014 0.7637 1.9559 -3.5751
S -0.7912 1.8529 -0.7252 0.8687 -0.3989 -1.1440
I -2.8697 -2.2753 0.7260 -0.4866 -0.5801 -0.1552
I 1.9881 -2.2013 0.8311 -1.2263 0.4693 -0.2377
H -1.3375 -0.3132 3.3711 0.3152 -0.7691 -0.8943
H 0.3239 -0.6922 3.1240 0.9356 0.2352 -0.2431
H -0.7896 -1.9967 3.0698 -0.1862 -0.2638 0.0165
H -1.5313 -0.1981 0.7562 -0.4835 0.9074 0.3734
H 0.0240 -1.2485 -0.7007 -0.6379 0.1201 -2.7328
H 1.3097 0.8124 -0.5324 1.8900 -0.7696 2.1154
H 1.9869 2.3394 -2.3322 -1.4318 -1.2617 -0.1363
H 2.0629 0.8169 -3.0086 -1.8772 0.7140 1.2361
H 0.5742 1.7983 -3.2555 2.3815 -0.9539 1.9316
H -1.5989 1.9246 -1.8442 0.7997 -0.2287 0.4341


14
Properties=species:S:1:pos:R:3:forces:R:3 method="wB97M-V/def2-TZVPD" e_lumo_ev=-3.80 homo_lumo_gap_ha=0.4119 homo_energy_ev=-15.010 spin_multiplicity=1 charge=+1
N -1.4031 0.7061 1.7809 2.5779 -2.4542 1.5469
H -2.1709 0.8753 1.2325 -2.6597 0.4333 -1.6607
H -1.6344 0.0045 2.5432 0.3084 1.4508 -0.8546
H -0.6133 0.2656 1.1553 -0.2266 0.4283 0.2843
H -1.0296 1.5932 2.0851 0.0003 0.2068 0.7201
C 0.9514 -0.0101 -0.9948 0.3809 2.0238 -0.6692
O 0.7545 0.0504 0.4017 -1.8623 -1.6145 1.2748
C -0.0218 -0.9536 -1.6019 1.3822 -0.7829 -1.4349
H 0.8379 1.0939 -1.2190 0.3130 -1.3563 -1.1377
H 1.9455 -0.4022 -1.1807 0.3343 0.4654 -0.1500
H 1.4841 0.4620 0.8010 1.6581 0.8021 0.9029
H -0.0332 -0.8261 -2.6948 0.3890 0.0381 0.1850
H 0.4410 -1.9983 -1.4544 -1.8497 1.2777 0.2469
H -1.0191 -0.6312 -1.3681 -0.7460 -0.9184 0.7461


27
Properties=species:S:1:pos:R:3:forces:R:3 method="wB97M-V/def2-TZVPD" e_lumo_ev="-4.24 / -7.63" homo_lumo_gap_ha="0.3386 / 0.2126" homo_energy_ev="-13.453 / -13.419" spin_multiplicity=2 charge=+1
C 0.0256 2.8454 0.9151 -1.9839 1.9245 -1.6876
C -0.8061 0.8364 -0.3169 -3.7005 0.3748 0.2339
C -1.1150 1.9842 0.4842 1.2401 -0.4724 -0.9271
C -2.0541 0.1917 -0.6570 0.3379 -0.4446 -0.0929
C -2.4977 2.0525 0.6553 -2.7985 -3.7940 -0.8603
C 0.3497 0.3507 -0.8740 3.2034 -0.3683 -2.0549
C 0.3418 -0.7199 -1.8460 1.7339 2.0612 2.3745
C -0.8259 -1.3770 -2.0610 1.1092 -1.0308 -0.6201
C -1.9824 -0.9427 -1.4857 -4.0071 1.5718 2.5290
N -3.2240 0.8530 0.0516 6.5933 1.8380 0.4106
H 1.3532 0.8679 -0.6925 -1.5929 -0.8868 -0.0971
H 1.3321 -1.0415 -2.1976 -0.7720 0.0392 -0.1268
H -0.7813 -2.3033 -2.6115 -0.3558 -0.0346 -0.2727
H 0.8336 2.6051 0.2950 1.2664 -0.2544 -0.8092
H 0.2738 2.5855 1.8656 0.8042 -0.6261 3.0457
H -3.1192 2.5776 1.3564 0.1294 0.8118 -0.1235
H -3.9937 1.0315 -0.5440 -1.2592 0.3148 -0.3474
H -2.9239 -1.5033 -1.5037 0.4566 -0.0448 -0.6593
H -0.0822 3.9573 0.8693 -0.4578 -0.9660 0.0680
C 1.7291 -2.1788 1.3454 3.2674 -3.3813 1.4520
C 2.9914 -1.5231 0.7645 0.3266 0.6259 -1.8471
H 0.9024 -1.5961 1.4259 -2.1398 2.4634 0.6509
H 1.3237 -2.9724 0.6450 0.9734 0.2555 1.0486
H 2.0543 -2.5819 2.4447 -1.2996 0.5066 -2.7305
H 3.8203 -2.3072 0.4898 -1.6253 1.6150 0.6345
H 3.4272 -0.6904 1.4016 -0.4800 -1.2184 -0.5860
H 2.6473 -1.0011 -0.2196 1.0306 -0.8799 1.3946


Results for strongest force on any atom: 0.1667; 0.0911; 0.0755; 0.1333 (in Eh/bohr, following the order of the records).
Results for total energy: -119747.8070; -32825.2118; -5766.5300; -13130.4869 (in eV, following the order of the records).